No. 1
DFT (the ωB97M-V functional and the def2-TZVPD basis) results for a molecular structure, C32H57BrCl22I2N2O3 at a distorted geometry.

Computed properties:
frontier orbital gap: 8.9 eV
highest occupied orbital energy: -9.2 eV

Each line ends with the Löwdin charge.
Atoms and positions in Å:
C1 -5.037 -6.745 -2.905  -0.189
C2 -4.174 -7.425 -4.029  -0.780
I1 -5.287 -9.206 -4.687  0.769
C3 -3.960 -6.533 -5.301  -0.704
I2 -5.908 -6.035 -6.189  0.798
C4 -3.152 -5.200 -5.040  -0.283
N1 -2.232 -5.142 -6.233  0.086
C5 -1.072 -5.881 -5.951  -0.531
O1 -0.454 -6.636 -6.627  0.119
C6 -0.708 -5.421 -4.478  -0.597
Br1 0.427 -3.842 -4.907  0.847
O2 0.201 -6.220 -3.727  -0.033
C7 -0.195 -7.499 -3.726  -0.288
N2 -0.763 -8.428 -3.417  0.210
C8 -2.121 -5.138 -3.878  -0.204
C9 -2.255 -3.891 -2.925  -0.184
C10 -1.861 -4.245 -1.445  -0.228
O3 -0.429 -4.240 -1.327  -0.169
H1 -5.998 -7.279 -2.759  0.037
H2 -5.178 -5.656 -3.062  0.067
H3 -4.483 -6.894 -1.946  0.080
H4 -3.198 -7.772 -3.643  0.041
H5 -3.459 -7.145 -6.079  0.070
H6 -3.744 -4.275 -5.163  0.122
H7 -2.677 -5.396 -7.117  0.141
H8 -2.214 -5.960 -3.123  0.127
H9 -1.591 -3.057 -3.218  0.019
H10 -3.293 -3.485 -2.931  0.107
H11 -2.354 -3.536 -0.744  0.115
H12 -2.187 -5.277 -1.170  0.122
H13 -0.209 -3.307 -1.165  0.008
Cl1 2.503 -3.540 -11.042  0.546
C11 2.148 -4.816 -9.848  -0.652
C12 0.715 -4.771 -9.374  -0.649
Cl2 0.381 -3.327 -8.384  0.530
H14 2.847 -4.709 -9.021  0.071
H15 2.344 -5.770 -10.338  0.075
H16 0.506 -5.639 -8.748  0.054
H17 0.017 -4.776 -10.210  0.071
Cl3 -2.308 -0.769 -2.319  0.634
C13 -2.002 0.311 -0.937  -0.632
C14 -0.531 0.604 -0.768  -0.629
Cl4 0.384 -0.838 -0.249  0.607
H18 -2.425 -0.151 -0.046  0.073
H19 -2.544 1.237 -1.130  0.076
H20 -0.391 1.362 0.002  0.077
H21 -0.087 0.969 -1.693  0.073
Cl5 3.246 -0.585 3.970  0.550
C15 2.630 -2.145 3.360  -0.655
C16 1.141 -2.110 3.112  -0.694
Cl6 0.207 -1.985 4.624  0.564
H22 2.898 -2.918 4.078  0.073
H23 3.153 -2.349 2.426  0.060
H24 0.828 -3.032 2.622  0.001
H25 0.861 -1.274 2.474  0.020
Cl7 -0.858 2.565 4.938  0.566
C17 0.575 1.681 5.537  -0.653
C18 1.211 2.370 6.720  -0.633
Cl8 1.970 3.917 6.267  0.565
H26 1.275 1.573 4.711  0.038
H27 0.236 0.687 5.828  0.034
H28 1.998 1.739 7.134  0.079
H29 0.484 2.569 7.506  0.060
Cl9 -0.373 0.533 -12.017  0.534
C19 1.053 -0.287 -12.701  -0.673
C20 2.202 0.665 -12.934  -0.668
Cl10 1.863 1.824 -14.245  0.532
H30 0.749 -0.780 -13.623  0.070
H31 1.350 -1.055 -11.986  0.026
H32 3.090 0.105 -13.230  0.071
H33 2.440 1.232 -12.035  0.068
Cl11 -2.597 -0.653 7.363  0.534
C21 -3.324 0.531 6.247  -0.692
C22 -4.679 0.091 5.747  -0.661
Cl12 -4.571 -1.318 4.661  0.529
H34 -2.627 0.693 5.427  0.003
H35 -3.421 1.466 6.800  0.072
H36 -5.139 0.897 5.175  0.072
H37 -5.345 -0.167 6.569  0.068
Cl13 -2.515 8.697 5.995  0.534
C23 -0.809 8.201 6.168  -0.690
C24 -0.664 6.709 6.355  -0.723
Cl14 -1.303 6.163 7.931  0.532
H38 -0.381 8.753 7.004  0.071
H39 -0.298 8.510 5.258  0.031
H40 0.398 6.426 6.329  -0.068
H41 -1.182 6.156 5.572  0.068
Cl15 2.026 7.076 5.176  0.634
C25 2.039 6.397 3.528  -0.608
C26 2.554 7.387 2.512  -0.670
Cl16 1.429 8.748 2.275  0.530
H42 1.028 6.067 3.291  0.078
H43 2.686 5.520 3.553  0.069
H44 2.668 6.898 1.544  0.079
H45 3.520 7.792 2.803  0.005
Cl17 4.436 11.312 -0.498  0.537
C27 4.304 12.288 0.987  -0.663
C28 5.117 11.711 2.122  -0.649
Cl18 4.446 10.169 2.709  0.573
H46 3.250 12.364 1.248  0.070
H47 4.669 13.286 0.743  0.072
H48 5.113 12.400 2.966  0.073
H49 6.151 11.540 1.827  0.069
Cl19 2.157 4.931 13.048  0.533
C29 1.351 6.092 11.963  -0.667
C30 0.004 5.596 11.494  -0.667
Cl20 0.147 4.205 10.393  0.519
H50 2.017 6.291 11.126  0.069
H51 1.225 7.017 12.527  0.071
H52 -0.507 6.385 10.941  0.053
H53 -0.627 5.301 12.330  0.069
Cl21 1.566 -4.447 0.683  0.641
C31 2.130 -5.824 -0.294  -0.630
C32 3.037 -6.743 0.488  -0.657
Cl22 4.602 -5.981 0.869  0.537
H54 2.625 -5.429 -1.180  0.078
H55 1.240 -6.366 -0.616  0.071
H56 3.253 -7.634 -0.101  0.074
H57 2.577 -7.056 1.424  0.069


No. 2
DFT (the ωB97M-V functional and the def2-TZVPD basis) results for a molecular structure, C32H57MnN4OP2S at a distorted geometry.

Computed properties:
multiplicity: 6
frontier orbital gap (alpha / beta): 6.8 / 5.3 eV
highest occupied orbital energy (alpha / beta): -8.8 / -8.7 eV
expectation value of S²: 8.78
net charge: +1

Each line ends with the Löwdin charge.
Atoms and positions in Å:
C1 2.205 -1.203 -1.712  -0.338
C2 1.679 0.936 -2.576  -0.360
C3 3.121 -1.453 -2.738  -0.058
C4 2.398 0.592 -3.745  -0.047
C5 3.199 -0.533 -3.787  -0.059
H1 3.790 -2.312 -2.697  0.113
H2 2.366 1.297 -4.561  0.108
H3 3.893 -0.695 -4.604  0.111
N1 1.462 -0.072 -1.629  -0.018
P1 0.435 -2.432 0.201  1.048
P2 0.468 2.678 -0.795  1.120
C6 2.068 -2.276 -0.639  -0.282
H4 2.266 -3.260 -1.096  0.087
H5 2.806 -2.116 0.173  0.091
C7 1.251 2.277 -2.358  -0.300
H6 1.153 2.912 -3.251  0.075
C8 -1.408 3.409 -0.606  -0.634
C9 1.894 3.932 -0.520  -0.691
C10 -0.560 -3.633 -0.914  -0.656
C11 0.912 -3.311 1.814  -0.676
C12 -2.442 2.476 0.054  -0.145
H7 -2.199 2.245 1.101  0.042
H8 -3.418 2.995 0.037  0.097
H9 -2.570 1.527 -0.483  0.014
C13 -1.404 4.677 0.246  -0.108
H10 -1.048 4.465 1.264  0.076
H11 -0.815 5.498 -0.180  0.067
H12 -2.448 5.023 0.330  0.093
C14 -1.909 3.649 -2.021  -0.109
H13 -2.894 4.145 -1.975  0.098
H14 -1.246 4.269 -2.639  0.086
H15 -2.032 2.677 -2.516  0.035
C15 1.906 4.477 0.907  -0.106
H16 2.127 3.663 1.624  0.075
H17 2.722 5.232 0.971  0.094
H18 0.952 4.957 1.194  0.055
C16 3.255 3.237 -0.752  -0.090
H19 3.313 2.281 -0.213  0.063
H20 3.456 3.052 -1.816  0.081
H21 4.051 3.893 -0.368  0.093
C17 1.717 5.073 -1.533  -0.093
H22 1.771 4.708 -2.578  0.071
H23 0.752 5.608 -1.391  0.069
H24 2.544 5.808 -1.396  0.100
C18 -0.365 -3.793 2.517  -0.089
H25 -0.087 -4.116 3.532  0.093
H26 -1.106 -2.986 2.608  0.054
H27 -0.832 -4.653 2.020  0.069
C19 1.616 -2.322 2.756  -0.101
H28 2.515 -1.871 2.319  0.068
H29 0.953 -1.513 3.093  0.051
H30 1.933 -2.893 3.645  0.098
C20 1.890 -4.478 1.606  -0.084
H31 2.872 -4.137 1.243  0.086
H32 2.042 -4.949 2.592  0.096
H33 1.519 -5.255 0.928  0.055
C21 -0.303 -3.201 -2.364  -0.106
H34 0.695 -3.498 -2.716  0.086
H35 -1.038 -3.702 -3.011  0.088
H36 -0.417 -2.119 -2.489  0.047
C22 -2.057 -3.502 -0.599  -0.112
H37 -2.343 -2.485 -0.287  0.018
H38 -2.647 -3.718 -1.521  0.090
H39 -2.383 -4.212 0.193  0.086
C23 -0.182 -5.129 -0.791  -0.094
H40 0.887 -5.327 -0.980  0.079
H41 -0.482 -5.581 0.171  0.071
H42 -0.750 -5.659 -1.580  0.098
Mn1 0.143 0.167 -0.090  0.261
C24 1.528 0.537 1.042  -0.210
O1 2.584 0.659 1.562  0.103
N2 -1.973 -0.330 -1.589  0.161
C25 -2.725 -0.531 -2.486  -0.021
C26 -2.968 -0.236 -3.977  -0.581
C27 -2.035 0.906 -4.412  -0.052
C28 -2.546 -1.420 -4.837  -0.051
C29 -4.396 0.222 -4.286  -0.045
H43 -2.317 1.865 -3.967  0.057
H44 -0.978 0.709 -4.150  0.091
H45 -2.135 0.991 -5.508  0.106
H46 -3.030 -2.355 -4.537  0.092
H47 -2.811 -1.158 -5.862  0.094
H48 -1.456 -1.543 -4.743  0.089
H49 -4.426 0.430 -5.370  0.098
H50 -5.112 -0.563 -4.002  0.094
H51 -4.640 1.161 -3.745  0.098
S1 -1.484 -0.351 1.450  0.690
C30 -1.170 0.123 3.086  -0.695
N3 -0.057 0.632 3.647  0.033
C31 -0.200 0.831 5.077  -0.121
C32 -1.641 0.417 5.349  -0.125
N4 -2.096 -0.032 4.047  0.028
H52 0.765 0.942 3.131  0.107
H53 -0.013 1.875 5.349  0.128
H54 0.506 0.196 5.626  0.127
H55 -2.251 1.258 5.699  0.126
H56 -1.719 -0.398 6.074  0.126
H57 -3.023 -0.387 3.847  0.150


No. 3
DFT (the ωB97M-V functional and the def2-TZVPD basis) results for 10 unconnected molecules or ions with the total composition C32H58Cl8N6 at a distorted geometry.

Computed properties:
relative energy (zero: lowest compared OMol25 entry of this formula, charge and spin): 0.00 kJ/mol
frontier orbital gap: 11.1 eV
highest occupied orbital energy: -11.0 eV
SMILES: CCCC#N.CCCC#N.CCCC#N.CCCC#N.CCCC#N.CCCC#N.ClCCCl.ClCCCl.ClCCCl.ClCCCl

Each line ends with the Löwdin charge.
Atoms and positions in Å:
C1 4.709 -1.700 4.736  -0.108
C2 3.646 -1.480 3.683  -0.265
C3 3.959 -0.359 2.702  -0.187
C4 4.468 0.858 3.340  -0.249
N1 4.900 1.789 3.833  0.152
H1 5.625 -2.125 4.321  0.082
H2 4.352 -2.494 5.413  0.072
H3 4.904 -0.850 5.382  0.071
H4 2.686 -1.265 4.165  0.111
H5 3.446 -2.398 3.127  0.092
H6 3.062 -0.116 2.130  0.092
H7 4.757 -0.592 1.988  0.088
C5 3.052 2.330 -0.278  -0.116
C6 4.345 2.942 0.188  -0.248
C7 5.568 2.378 -0.505  -0.170
C8 5.552 0.917 -0.422  -0.232
N2 5.506 -0.220 -0.278  0.170
H8 3.020 1.235 -0.247  0.050
H9 2.765 2.608 -1.295  0.058
H10 2.244 2.638 0.397  0.067
H11 4.477 2.769 1.262  0.090
H12 4.304 4.028 0.099  0.117
H13 6.514 2.702 -0.071  0.124
H14 5.603 2.632 -1.570  0.124
C9 -1.402 -5.790 -0.417  -0.107
C10 -1.267 -4.641 -1.431  -0.252
C11 -2.087 -3.415 -1.111  -0.218
C12 -3.483 -3.728 -0.814  -0.277
N3 -4.555 -4.003 -0.533  0.146
H15 -0.855 -5.632 0.519  0.031
H16 -0.955 -6.707 -0.809  0.072
H17 -2.454 -5.989 -0.207  0.067
H18 -1.542 -5.058 -2.405  0.111
H19 -0.210 -4.373 -1.519  0.108
H20 -2.033 -2.635 -1.870  0.089
H21 -1.691 -2.940 -0.202  0.085
C13 -0.083 4.694 -0.034  -0.107
C14 -1.475 4.615 -0.634  -0.284
C15 -1.844 5.769 -1.567  -0.193
C16 -1.804 7.091 -0.929  -0.243
N4 -1.752 8.106 -0.444  0.147
H22 0.654 4.287 -0.732  0.054
H23 -0.009 4.114 0.887  0.061
H24 0.214 5.716 0.212  0.077
H25 -2.233 4.466 0.142  0.115
H26 -1.531 3.694 -1.219  0.042
H27 -2.828 5.610 -2.008  0.102
H28 -1.105 5.772 -2.378  0.124
C17 3.263 -0.351 -3.088  -0.131
C18 3.030 -1.475 -4.080  -0.272
C19 3.709 -1.179 -5.398  -0.202
C20 3.372 -2.130 -6.448  -0.235
N5 3.105 -2.872 -7.278  0.140
H29 2.984 0.601 -3.557  0.054
H30 4.337 -0.224 -2.898  0.065
H31 2.781 -0.497 -2.131  0.027
H32 1.960 -1.671 -4.211  0.108
H33 3.391 -2.418 -3.651  0.119
H34 4.781 -1.076 -5.261  0.124
H35 3.305 -0.214 -5.736  0.124
C21 -6.334 0.953 -0.179  -0.104
C22 -6.637 1.398 -1.616  -0.252
C23 -6.538 0.277 -2.666  -0.173
C24 -5.367 -0.578 -2.475  -0.209
N6 -4.449 -1.241 -2.292  0.188
H36 -5.324 0.570 -0.104  0.020
H37 -7.065 0.208 0.149  0.083
H38 -6.446 1.810 0.487  0.074
H39 -5.998 2.255 -1.866  0.099
H40 -7.646 1.820 -1.700  0.107
H41 -6.496 0.715 -3.662  0.116
H42 -7.421 -0.358 -2.574  0.123
Cl1 -1.935 -1.456 5.030  0.540
C25 -2.560 0.206 4.791  -0.634
C26 -2.097 1.173 5.854  -0.667
Cl2 -2.336 0.602 7.521  0.539
H43 -3.638 0.142 4.762  0.074
H44 -2.138 0.535 3.847  0.026
H45 -2.621 2.119 5.724  0.077
H46 -1.032 1.377 5.776  0.065
Cl3 -2.851 2.855 -3.479  0.593
C27 -2.032 1.285 -3.561  -0.667
C28 -0.689 1.380 -4.234  -0.643
Cl4 0.469 2.345 -3.289  0.556
H47 -2.665 0.624 -4.141  0.068
H48 -1.939 0.853 -2.568  0.029
H49 -0.775 1.835 -5.220  0.072
H50 -0.260 0.391 -4.378  0.071
Cl5 0.175 -0.271 -0.917  0.606
C29 0.031 0.040 0.829  -0.630
C30 -0.883 1.188 1.127  -0.633
Cl6 -2.604 0.756 0.866  0.580
H51 1.039 0.299 1.164  0.049
H52 -0.223 -0.893 1.315  0.023
H53 -0.643 2.038 0.490  0.037
H54 -0.795 1.511 2.164  0.069
Cl7 -0.202 -3.519 2.416  0.578
C31 -0.365 -4.590 3.824  -0.675
C32 0.601 -5.714 3.820  -0.648
Cl8 2.258 -5.166 4.204  0.553
H55 -1.384 -4.975 3.797  0.083
H56 -0.313 -3.982 4.725  0.049
H57 0.646 -6.119 2.814  0.059
H58 0.332 -6.446 4.568  0.077


No. 4
DFT (the ωB97M-V functional and the def2-TZVPD basis) results for 12 unconnected molecules or ions with the total composition C32H59Br14NO14 at a distorted geometry.

Computed properties:
frontier orbital gap: 8.8 eV
highest occupied orbital energy: -8.8 eV
SMILES: COCCNCCOC.O=C1OCCO1.O=C1OCCO1.O=C1OCCO1.O=C1OCCO1.BrCCBr.BrCCBr.BrCCBr.BrCCBr.BrCCBr.BrCCBr.BrCCBr

Each line ends with the Löwdin charge.
Atoms and positions in Å:
C1 -25.715 -8.821 7.092  -0.106
O1 -25.883 -9.843 8.041  -0.198
C2 -25.345 -9.498 9.303  -0.214
C3 -25.405 -10.667 10.264  -0.228
N1 -24.679 -11.809 9.701  -0.054
C4 -24.915 -13.011 10.502  -0.182
C5 -24.425 -14.271 9.792  -0.249
O2 -23.045 -14.499 9.960  -0.205
C6 -22.577 -15.558 9.151  -0.085
H1 -26.337 -7.982 7.439  0.065
H2 -25.983 -9.109 6.078  0.068
H3 -24.703 -8.393 7.037  0.076
H4 -25.844 -8.606 9.704  0.110
H5 -24.295 -9.193 9.181  0.113
H6 -26.461 -10.864 10.481  0.041
H7 -24.971 -10.431 11.239  0.105
H8 -24.983 -11.919 8.740  0.036
H9 -25.951 -13.214 10.793  0.124
H10 -24.277 -12.875 11.376  0.072
H11 -24.719 -14.255 8.739  0.049
H12 -25.049 -15.071 10.211  0.106
H13 -21.897 -16.153 9.770  0.090
H14 -22.035 -15.182 8.288  0.067
H15 -23.318 -16.334 8.928  0.074
O3 -25.814 -5.390 10.952  0.168
C7 -25.072 -5.585 10.053  -0.578
O4 -25.296 -5.272 8.760  0.035
C8 -24.128 -5.332 7.969  -0.106
C9 -23.189 -6.151 8.883  -0.109
O5 -23.815 -6.092 10.168  0.050
H16 -24.240 -5.948 7.080  0.121
H17 -23.793 -4.303 7.855  0.135
H18 -22.207 -5.696 8.994  0.131
H19 -23.123 -7.177 8.525  0.103
O6 -23.686 -19.075 8.081  0.158
C10 -24.215 -18.706 7.084  -0.584
O7 -24.184 -19.390 5.917  0.054
C11 -24.623 -18.537 4.825  -0.081
C12 -25.357 -17.438 5.610  -0.128
O8 -24.817 -17.518 6.911  0.029
H20 -23.739 -18.173 4.309  0.116
H21 -25.334 -19.102 4.234  0.130
H22 -26.406 -17.732 5.662  0.136
H23 -25.121 -16.467 5.181  0.128
O9 -26.909 -9.516 4.204  0.145
C13 -27.547 -9.296 3.235  -0.603
O10 -28.845 -9.580 3.059  -0.006
C14 -29.157 -9.446 1.674  -0.121
C15 -28.146 -8.408 1.241  -0.155
O11 -27.069 -8.630 2.133  0.049
H24 -29.118 -10.380 1.117  0.136
H25 -30.155 -9.013 1.593  0.131
H26 -28.476 -7.368 1.315  0.107
H27 -27.787 -8.611 0.229  0.135
O12 -18.801 -14.331 6.322  0.166
C16 -19.657 -14.866 5.693  -0.576
O13 -20.266 -14.370 4.590  0.037
C17 -21.187 -15.326 4.088  -0.123
C18 -21.325 -16.329 5.229  -0.117
O14 -20.221 -16.022 6.076  0.062
H28 -22.150 -14.870 3.857  0.119
H29 -20.786 -15.763 3.170  0.132
H30 -21.303 -17.395 5.002  0.131
H31 -22.233 -16.169 5.819  0.112
Br1 -18.830 -14.061 12.491  0.587
C19 -20.331 -14.797 13.557  -0.685
C20 -21.434 -15.322 12.644  -0.663
Br2 -23.075 -15.576 13.734  0.586
H32 -20.770 -13.971 14.113  0.001
H33 -19.966 -15.533 14.263  0.057
H34 -21.051 -16.245 12.218  0.064
H35 -21.844 -14.615 11.940  -0.013
Br3 -19.885 -10.202 9.030  0.628
C21 -20.575 -10.340 10.894  -0.648
C22 -21.617 -11.421 10.950  -0.675
Br4 -22.180 -11.630 12.813  0.702
H36 -20.982 -9.362 11.133  0.050
H37 -19.738 -10.513 11.564  0.048
H38 -21.293 -12.386 10.569  0.050
H39 -22.503 -11.165 10.372  0.024
Br5 -29.002 -6.822 8.583  0.701
C23 -29.063 -7.355 6.705  -0.681
C24 -29.714 -6.216 5.941  -0.642
Br6 -29.530 -6.698 4.032  0.750
H40 -29.705 -8.229 6.600  0.062
H41 -28.080 -7.633 6.341  0.026
H42 -29.157 -5.290 6.061  0.048
H43 -30.723 -5.996 6.276  0.064
Br7 -28.706 -17.479 9.728  0.596
C25 -27.212 -17.532 10.993  -0.683
C26 -25.991 -18.099 10.277  -0.702
Br8 -24.876 -18.877 11.673  0.636
H44 -27.537 -18.205 11.773  0.029
H45 -26.963 -16.529 11.327  0.055
H46 -25.375 -17.384 9.743  0.024
H47 -26.227 -18.946 9.641  0.037
Br9 -30.416 -12.252 6.534  0.577
C27 -28.582 -12.090 5.809  -0.655
C28 -27.535 -12.486 6.801  -0.695
Br10 -27.503 -14.404 7.205  0.622
H48 -28.434 -11.062 5.483  0.037
H49 -28.549 -12.741 4.939  0.052
H50 -27.697 -11.943 7.735  0.017
H51 -26.519 -12.172 6.559  0.025
Br11 -23.500 -12.783 6.653  0.718
C29 -22.800 -10.944 6.698  -0.650
C30 -21.602 -10.706 5.811  -0.641
Br12 -22.030 -11.221 3.938  0.578
H52 -22.572 -10.680 7.731  0.022
H53 -23.643 -10.303 6.452  0.031
H54 -20.744 -11.336 6.029  0.039
H55 -21.301 -9.662 5.845  0.061
Br13 -27.606 -10.278 13.106  0.629
C31 -28.138 -8.726 11.997  -0.622
C32 -29.460 -8.995 11.285  -0.659
Br14 -29.199 -10.164 9.727  0.624
H56 -27.343 -8.619 11.266  0.012
H57 -28.074 -7.946 12.746  0.052
H58 -30.072 -8.165 10.952  0.020
H59 -30.023 -9.605 11.988  0.030